Computed, not measured: a cluster of 2 separate species, C5H16N2O in total in a non-equilibrium geometry, with the ωB97M-V functional and the def2-TZVPD basis.

XYZ file:
```
24
Properties=species:S:1:pos:R:3:forces:R:3:nbo_charge:R:1
N 2.892490 0.139637 0.255435 -0.362 -0.232 -1.085 -0.85
H 1.776840 -0.013224 -1.501788 -0.313 -0.058 -0.088 0.18
H 0.976166 -1.495708 0.978884 -0.451 0.189 0.630 0.18
H -0.270840 -1.445157 -1.773618 0.585 0.001 0.001 0.21
C -2.476613 0.251112 1.012112 0.354 -0.050 -0.608 -0.63
H 0.052467 -2.857634 -0.791007 0.291 -0.257 0.262 0.22
H 2.508821 -1.490967 -0.891005 -0.571 -0.328 -0.230 0.19
C -1.038451 0.221391 1.528528 0.776 1.474 -0.057 -0.22
H -0.799093 -0.639696 2.146263 -0.264 -0.320 -0.170 0.20
C 0.612286 -0.913890 0.133812 1.508 -0.157 -0.999 -0.07
N 0.070550 0.375142 0.559972 -0.514 -1.125 0.315 -0.66
H -0.794776 2.627773 -2.010654 0.165 0.924 0.229 0.48
H -1.795332 1.924675 -1.003302 -0.157 0.625 0.285 0.48
H -1.306983 -1.754265 -0.553042 -0.010 -0.352 0.776 0.21
H 2.338184 0.746361 0.827933 -0.026 0.309 0.595 0.37
H -2.587220 -0.240933 0.045306 -0.024 -0.576 0.252 0.21
H -0.167396 0.934391 -0.257287 -0.107 -0.243 0.182 0.38
H -0.924266 1.072365 2.212283 -0.205 -0.096 0.128 0.19
H -3.117561 -0.190818 1.770997 -0.350 0.093 -0.197 0.22
C -0.235491 -1.818893 -0.738909 -1.347 0.853 -1.217 -0.64
O -1.277366 1.843885 -1.798125 -0.123 -1.412 -0.622 -0.95
H 3.439884 -0.498214 0.807079 -0.034 -0.015 0.346 0.35
C 1.935265 -0.609401 -0.600588 1.162 0.580 0.690 -0.21
H -2.812567 1.262226 0.761665 0.016 0.171 0.582 0.19
```
Positions in Å, forces in eV/Å.

Summary:
molar mass = 120.196 g mol⁻¹
energy = -384.82347 a.u.
SMILES = CCN[C@@H](C)CN.O
net charge = 0

=====

Computed, not measured: a cluster of 2 separate species, C5H16N2O in total in a non-equilibrium geometry, with the ωB97M-V functional and the def2-TZVPD basis.

XYZ file:
```
24
Properties=species:S:1:pos:R:3:forces:R:3:nbo_charge:R:1
H 4.043356 0.664043 0.245325 0.068 0.035 -0.282 0.20
C -0.170112 -0.808112 -0.411162 -0.768 0.851 -0.090 -0.22
N 2.174700 -0.123255 -0.288153 -0.174 0.037 -0.071 -0.63
H -0.864741 0.636108 2.130166 0.088 0.023 0.259 0.17
H -3.896326 0.614633 -1.372083 0.006 0.021 -0.028 0.46
H -2.499612 0.105155 -0.907582 -0.289 0.005 0.044 0.49
O -3.414474 -0.184785 -1.147677 0.151 -0.016 -0.059 -0.98
C -1.532902 0.250496 1.360783 0.041 -0.299 -0.387 -0.42
H -0.782380 -1.676348 -0.200213 -0.220 -0.223 -0.182 0.21
H 4.072775 -1.093696 0.011628 -0.076 -0.092 0.037 0.17
C 1.156180 -1.001154 0.243100 0.361 -0.085 0.803 -0.24
H -1.768157 -0.797145 1.570955 0.023 0.162 0.010 0.21
H 1.039977 -0.787821 1.315068 0.077 0.122 -0.055 0.18
H 0.169202 1.719138 -1.148004 -0.011 -0.217 0.098 0.20
H 1.396584 -2.068091 0.226656 0.338 -0.262 -0.280 0.17
H -0.063763 -0.698826 -1.494619 0.072 -0.246 -0.043 0.19
H 3.306323 -0.343716 1.426878 -0.018 -0.171 -0.027 0.19
H -2.471773 0.800605 1.375634 -0.024 0.136 0.172 0.21
C 3.459055 -0.249851 0.349132 0.390 0.201 0.485 -0.41
H -1.029961 2.441918 -0.110176 0.055 0.004 0.273 0.19
H 2.248093 -0.235516 -1.288276 0.017 -0.022 -0.122 0.35
N -0.951552 0.363062 0.026313 0.152 -0.172 -0.250 -0.48
C -0.282576 1.644353 -0.155387 -0.166 0.094 -0.287 -0.41
H 0.512479 1.810584 0.581259 -0.095 0.113 -0.018 0.18
```
Positions in Å, forces in eV/Å.

Summary:
molar mass = 120.196 g mol⁻¹
energy = -384.82140 a.u.
SMILES = CNCCN(C)C.O
net charge = 0

=====

Computed, not measured: a cluster of 2 separate species, C5H16N3 in total in a non-equilibrium geometry, with the ωB97M-V functional and the def2-TZVPD basis.

XYZ file:
```
24
Properties=species:S:1:pos:R:3:forces:R:3:nbo_charge:R:1
H -1.148636 -0.484444 0.335809 0.078 -0.180 -0.043 0.22
H 1.572882 2.814054 0.309708 -0.199 -0.485 0.431 0.41
H -1.985714 0.262980 -1.012474 -0.043 0.217 -0.048 0.21
H 1.199130 -0.718184 0.657096 0.086 0.051 0.256 0.18
H 1.637964 -1.617527 -0.776408 -0.169 -0.034 -0.030 0.19
H 2.229680 2.535194 -1.131961 -0.097 -0.581 -0.002 0.41
H 1.358252 0.642474 -2.459978 -0.098 0.274 0.091 0.43
H -0.086556 -2.731133 1.331999 0.102 0.332 0.082 0.21
H -2.341340 1.470771 1.771592 -0.010 0.055 0.137 0.22
H 2.674010 -1.701366 0.588610 -0.062 0.104 0.263 0.23
H -3.545446 1.325499 0.443447 0.274 0.419 0.053 0.24
N 0.492622 0.936085 -2.022858 0.328 -0.690 -0.530 -0.75
H 0.614337 -3.527150 -0.050385 -0.077 -0.052 0.077 0.21
C -1.597352 0.442327 -0.011425 0.164 0.055 0.413 -0.22
C 1.620890 -1.662001 0.315818 -0.052 0.034 -0.317 -0.61
C 0.517325 1.510433 -0.833324 -0.110 -0.135 0.923 0.69
N -0.519372 1.447855 -0.008977 -0.038 0.501 -0.459 -0.55
H 1.495978 -3.508266 1.437266 -0.125 0.028 0.208 0.23
C 0.853115 -2.896897 0.808318 0.305 -0.470 -0.520 -0.62
H -3.142276 -0.058894 1.360574 0.152 0.096 0.244 0.24
H -0.316189 0.419613 -2.328588 -0.078 0.079 0.134 0.43
H -0.539265 2.143961 0.722487 -0.026 -0.244 0.131 0.42
N 1.661792 2.098578 -0.402929 0.226 1.310 -0.857 -0.76
C -2.705826 0.856040 0.956589 -0.532 -0.684 -0.638 -0.62
```
Positions in Å, forces in eV/Å.

Summary:
molar mass = 118.204 g mol⁻¹
energy = -364.15711 a.u.
net charge = +1

=====

Computed, not measured: a cluster of 2 separate species, C5H16N3 in total in a non-equilibrium geometry, with the ωB97M-V functional and the def2-TZVPD basis.

XYZ file:
```
24
Properties=species:S:1:pos:R:3:forces:R:3:nbo_charge:R:1
H -2.670000 -2.417238 1.972922 0.355 0.485 -0.246 0.25
H 1.082490 3.221600 0.607337 0.207 -0.091 -0.228 0.17
H 1.898226 0.540278 0.748095 0.943 -0.188 -0.052 0.39
H -1.821445 -0.833677 1.788674 -0.047 -0.123 0.072 0.21
C -0.852949 -2.560127 0.863515 -0.022 -0.672 0.288 -0.24
N 0.012774 -1.880780 -0.091511 -0.474 -0.550 -1.527 -0.41
C -2.067534 -1.777793 1.299859 -0.795 -0.013 -0.724 -0.62
H 0.674979 0.896534 -1.369431 -0.237 0.595 0.213 0.20
H -2.685579 -1.568537 0.400915 0.200 0.038 0.614 0.22
N 0.725703 3.531621 -1.502456 0.524 1.834 0.414 -0.83
H -0.294015 -3.361396 -1.545027 0.233 0.607 0.279 0.21
H -0.253582 -2.816420 1.735192 0.200 -0.051 -0.002 0.23
H -0.609410 1.577879 -0.345353 0.177 -0.027 0.117 0.21
C 0.470204 1.414893 -0.412458 0.936 -0.129 -0.597 -0.23
C 1.260663 2.750434 -0.378231 -0.756 -0.469 0.169 -0.23
H 1.214929 4.472095 -1.643990 -0.596 -1.915 0.376 0.38
H 0.439728 -0.808604 0.201582 0.400 -0.327 0.206 0.44
C 0.177660 -2.404650 -1.251866 0.558 0.438 0.680 0.07
H 0.881401 -1.919990 -1.939450 -0.449 -0.126 0.106 0.21
H 0.530562 0.646508 1.491602 -0.949 0.550 1.914 0.39
N 0.913705 0.444652 0.620458 -0.272 -0.054 -1.575 -0.79
H -0.203551 3.811883 -1.171755 0.176 -0.002 -0.541 0.35
H -1.160015 -3.488378 0.373459 -0.045 -0.026 0.315 0.21
H 2.335055 2.529215 -0.452081 -0.268 0.217 -0.275 0.20
```
Positions in Å, forces in eV/Å.

Summary:
molar mass = 118.204 g mol⁻¹
energy = -364.10655 a.u.
net charge = +1

=====

Computed, not measured: a cluster of 2 separate species, C5H16N3 in total in a non-equilibrium geometry, with the ωB97M-V functional and the def2-TZVPD basis.

XYZ file:
```
24
Properties=species:S:1:pos:R:3:forces:R:3:nbo_charge:R:1
H -2.128560 -0.817665 -3.359101 0.221 0.079 -0.039 0.44
C 0.176492 0.190940 2.312235 0.087 -2.001 0.040 -0.40
N 0.351401 -1.253010 -2.827986 -0.331 0.042 0.476 -0.75
H -0.401407 0.498383 3.178397 0.205 0.662 0.005 0.22
H 2.106430 1.241534 2.321036 -0.430 0.148 0.510 0.21
H -0.110030 -2.026606 -3.268083 0.041 -0.251 -0.211 0.41
H 0.989614 0.408937 -1.011448 0.138 -0.456 -0.294 0.43
H 2.042309 -0.041002 3.503700 -0.226 -0.286 0.098 0.23
H 2.232131 -0.297897 1.752727 -0.299 -0.659 0.199 0.19
C -0.435837 -0.298349 -2.293185 0.797 -0.766 -0.327 0.68
H -2.184813 0.612648 -2.411014 -0.835 0.520 0.206 0.42
C 1.676721 0.246876 2.524639 1.008 1.453 -0.960 -0.62
N -1.678650 -0.170899 -2.731701 0.230 -0.157 -0.028 -0.75
H -0.944801 1.800350 -0.021295 -0.079 0.120 0.063 0.23
H -1.277077 -1.457287 2.402389 0.096 0.191 0.131 0.21
C -0.533109 1.836743 -1.021134 1.034 -0.634 -0.182 -0.42
H -0.214263 -1.693750 1.114621 0.701 0.095 -0.115 0.18
H 1.200579 -1.481373 -2.340658 0.162 -0.067 -0.059 0.42
N 0.063108 0.516433 -1.386419 -1.059 1.212 0.174 -0.55
H -1.267073 2.206583 -1.729038 0.027 -0.159 -0.162 0.21
H -0.121126 0.738444 1.424671 -0.080 0.293 0.130 0.17
C -0.224312 -1.298805 2.131772 -1.230 0.131 0.237 -0.61
H 0.334533 -1.932536 2.817192 0.214 -0.093 -0.216 0.22
H 0.347740 2.471307 -1.082316 -0.391 0.581 0.323 0.24
```
Positions in Å, forces in eV/Å.

Summary:
molar mass = 118.204 g mol⁻¹
energy = -364.14930 a.u.
net charge = +1

=====

Computed, not measured: a cluster of 2 separate species, C5H16N3 in total in a non-equilibrium geometry, with the ωB97M-V functional and the def2-TZVPD basis.

XYZ file:
```
24
Properties=species:S:1:pos:R:3:forces:R:3:nbo_charge:R:1
H 2.377549 -0.000762 1.366094 -0.147 1.415 -1.898 0.44
C -1.476142 1.080103 0.225568 -0.561 3.290 1.407 -0.22
H -0.600776 -4.287038 -0.027612 0.565 0.761 -0.825 0.22
H -1.212779 -1.891708 -0.958355 -0.207 -0.032 0.546 0.20
H 0.188018 -1.774346 -1.941966 0.065 -0.890 -0.254 0.21
C -2.613007 0.294989 0.861816 0.337 -1.488 -1.155 -0.63
N -0.122561 0.958346 0.873697 1.973 2.920 -5.146 -0.55
H -1.391610 0.784486 -0.804410 0.138 0.424 -0.517 0.22
H 2.100482 2.344079 -1.173576 0.329 -0.028 -0.049 0.41
H -2.546808 -0.791611 0.540139 -0.666 1.362 0.235 0.23
H 3.014280 1.027603 0.102097 4.009 1.332 -1.823 0.40
N 2.283599 0.710973 0.579237 -5.722 -2.330 3.540 -0.75
H 0.596337 3.026427 -1.012413 -0.602 -0.623 0.557 0.44
H 1.042242 -4.160433 -0.940246 -1.775 0.598 0.161 0.22
C 1.084155 1.290224 0.249830 -0.702 1.097 0.395 0.70
H -3.599819 0.786863 0.782128 0.518 -0.447 -1.017 0.26
H -1.772911 2.211067 0.425508 0.654 -2.111 -1.185 0.21
H -0.543949 -3.948040 -1.823420 -0.152 -1.840 -0.248 0.22
H -0.020220 0.387110 1.602156 0.325 -2.953 3.446 0.40
N 1.244193 2.336937 -0.654833 -0.582 -1.766 0.879 -0.78
H -2.554656 0.286052 1.895110 0.682 -0.096 2.356 0.22
C -0.048800 -3.803653 -0.875996 0.593 1.054 -0.983 -0.62
C -0.192102 -2.243939 -1.027248 3.076 0.935 2.891 -0.60
H 0.563385 -1.749883 -0.221765 -2.150 -0.585 -1.314 0.15
```
Positions in Å, forces in eV/Å.

Summary:
molar mass = 118.204 g mol⁻¹
energy = -364.08815 a.u.
net charge = +1

=====

The records above yield Kohn-Sham gap values of 9.52 9.44 11.69 9.01 11.10 10.79 eV, respectively.
The records above yield energy above the lowest of the compared OMol25 structures with the same formula, charge and spin values of 0.942 0.998 0.496 1.872 0.709 2.373 eV, respectively.
The records above yield HOMO values of -0.32134 -0.31401 -0.54001 -0.47052 -0.52168 -0.50930 Eh, respectively.